Here is a single C10H15NO2 molecule at a distorted geometry from the OMol25 dataset. Energies are from wB97M-V/def2-TZVPD.

```
! RIJCOSX wB97M-V def2-TZVPD def2/J DEFGRID3
* xyz 0 1
C 2.718 -0.953 -2.404
C 1.357 -0.406 -2.002
O 0.496 -0.334 -2.886
C 1.160 0.171 -0.602
O 2.238 0.338 0.332
C 1.424 -0.741 0.684
C 0.617 -0.570 2.081
C -1.009 -0.358 2.151
C -1.911 -0.134 0.868
C -2.335 1.300 0.299
C -1.239 1.601 -0.821
C -0.212 0.621 -0.272
N -1.077 -0.562 -0.175
H 3.480 -0.575 -1.761
H 2.680 -2.042 -2.296
H 2.954 -0.699 -3.447
H 1.824 -1.764 0.569
H 0.949 -1.435 2.700
H 1.011 0.333 2.548
H -1.415 -1.269 2.653
H -1.226 0.434 2.848
H -2.864 -0.706 1.000
H -2.234 2.074 1.064
H -3.354 1.327 -0.111
H -1.553 1.295 -1.842
H -0.939 2.631 -0.804
H 0.021 1.149 0.660
H -1.562 -0.726 -1.033
*
```

Summary:
Orbital gap in eV: 9.661
ΔE to the lowest compared entry with this formula, charge and spin in kcal/mol: 108.9
SMILES: CC(=O)[C@]12O[C@H]1CC[C@H]1CC[C@H]2N1